DFT (the ωB97M-V functional and the def2-TZVPD basis) results for C13H19NO2S as an isolated structure.

Structure (XYZ):
```
36
Properties=species:S:1:pos:R:3:forces:R:3
C 4.25000 0.63609 1.56322 1.255 6.830 -9.572
C 3.52486 0.81748 0.21419 -1.528 0.795 -1.594
O 2.17527 0.67988 0.51207 -3.663 -1.630 0.637
C 1.16564 0.76560 -0.54407 0.058 -1.108 0.790
C 1.11651 -0.50914 -1.71317 -11.712 0.804 10.641
C 1.09748 -1.80381 -0.85250 2.557 -2.335 -2.440
N 0.06714 -2.00370 0.29235 7.548 1.154 -5.813
C -1.00795 -2.53060 -0.18454 -4.278 -2.134 4.016
O -1.31218 -3.15283 -1.16013 0.555 0.196 -1.242
C -1.90152 -2.57447 1.12082 -6.376 6.650 -12.055
H -3.00827 -2.58109 0.82095 1.377 -1.456 -0.140
H -1.72145 -3.17802 1.75663 2.591 -8.418 7.778
S -1.93465 -1.14829 1.94594 0.371 6.633 3.908
C -2.34209 0.34336 0.87755 0.049 -10.283 -4.914
C -2.26060 1.56737 1.11624 3.822 1.535 15.198
C -2.60985 2.56980 0.48362 -1.385 8.124 -8.519
C -2.90338 2.14395 -0.88373 -1.925 12.944 1.690
C -3.09211 0.93179 -1.25021 -3.762 3.139 -12.496
C -2.66848 0.06216 -0.51412 2.077 -11.468 9.573
H -2.90382 -1.01709 -0.66735 0.611 0.819 -0.529
H -3.41750 0.74026 -2.42623 0.631 0.265 3.262
H -3.28011 3.19702 -1.47528 1.113 -3.482 0.830
H -2.45486 3.74354 0.73382 -0.630 -3.323 -0.460
H -1.99635 1.85070 2.42669 -0.442 -0.980 -3.588
H 0.28056 -1.15713 0.72310 -1.271 1.364 2.224
H 2.22013 -1.84765 -0.46375 -2.571 -0.244 -0.296
H 0.98287 -2.67460 -1.65601 0.192 1.490 2.163
H 0.20917 -0.07557 -2.17229 0.195 -1.283 -0.391
H 1.85666 -0.27333 -2.13240 10.889 2.084 -6.813
H 1.35243 1.71573 -0.94752 0.440 1.268 -1.727
H 0.14034 0.98576 -0.09080 1.361 -1.079 -0.011
H 3.68127 0.10917 -0.69200 0.941 0.965 1.579
H 3.51636 1.89356 -0.14444 1.301 -0.925 0.015
H 3.83530 1.19210 2.22826 -2.024 4.573 3.943
H 5.21467 0.76007 1.27227 3.235 0.858 0.269
H 4.12854 -0.17809 1.88283 -1.602 -12.343 4.085
```
Positions in Å, forces in eV/Å.

Values from the calculation:
LUMO level	0.727	eV
DFT total energy	-30196.23350	eV
charge	0
gap between HOMO and LUMO	8.882	eV

=====

DFT (the ωB97M-V functional and the def2-TZVPD basis) results for CH8IP5 as an isolated structure.

Structure (XYZ):
```
15
Properties=species:S:1:pos:R:3:forces:R:3
C -0.94416 -0.46218 -0.15772 -0.179 -0.139 -1.431
P -0.73343 0.31586 -1.88747 2.265 -1.866 0.145
P -0.57050 -2.32108 0.08913 0.875 1.320 2.039
P 2.03902 -0.12075 0.60559 -0.054 -1.376 1.085
P -0.11605 2.48042 -0.07517 1.575 1.744 -0.377
P 0.01737 0.65799 1.04182 -0.286 -0.948 0.563
I -3.01260 -0.10723 0.08640 -0.971 0.284 0.569
H -1.20065 -0.73725 -2.71438 -0.157 -0.117 0.173
H 0.69289 -0.23130 -1.95390 -1.463 0.823 -0.272
H -1.76411 -3.03856 -0.01193 -0.671 0.411 -0.409
H -0.83358 -2.09448 1.55376 0.492 -0.634 -1.267
H 2.80442 0.81716 1.30862 -0.136 0.529 0.158
H 1.93733 -0.95140 1.84814 0.306 0.524 -1.280
H 1.22473 2.55646 -0.73118 -1.264 -0.367 0.281
H 0.45931 3.23636 0.99828 -0.334 -0.189 0.025
```
Positions in Å, forces in eV/Å.

Values from the calculation:
LUMO level	0.128	eV
DFT total energy	-55708.45864	eV
charge	0
gap between HOMO and LUMO	8.866	eV

=====

DFT (the ωB97M-V functional and the def2-TZVPD basis) results for CH6N2P as an isolated structure.

Structure (XYZ):
```
10
Properties=species:S:1:pos:R:3:forces:R:3
C -0.05808 0.17433 0.27038 -2.947 -2.825 -4.506
N -1.31545 0.53247 0.41762 1.718 -2.689 -3.805
N 0.31057 -0.97035 -1.25960 -1.646 3.367 3.821
P 1.33848 0.17023 1.25134 0.949 1.068 2.024
H -2.06034 0.27214 -0.26737 1.167 0.103 0.535
H -1.63883 1.16220 1.04731 -0.747 2.385 2.824
H 0.89617 -1.56427 -0.69202 0.343 -0.771 -0.118
H -0.59352 -1.44525 -1.32214 0.088 -0.201 -0.131
H 2.11884 -0.17496 0.19806 1.054 -0.018 -0.763
H 1.54333 1.58705 1.25571 0.022 -0.420 0.118
```
Positions in Å, forces in eV/Å.

Values from the calculation:
LUMO level	-5.510	eV
DFT total energy	-13393.04814	eV
charge	+1
gap between HOMO and LUMO	10.083	eV

=====

Number 1: strongest force on any atom 15.8 eV Å⁻¹. Number 2: strongest force on any atom 2.9 eV Å⁻¹. Number 3: strongest force on any atom 6.1 eV Å⁻¹.